Formula: C4H12S
Source: the Open Molecules 2025 dataset
Level of theory: ωB97M-V/def2-TZVPD

```
! wB97M-V def2-TZVPD RIJCOSX def2/J DEFGRID3
* xyz 0 1
C -3.121 -0.059 -1.116
C -1.600 0.121 -1.032
S -0.998 1.724 -1.657
H -3.485 -0.380 -0.141
H -3.369 -0.816 -1.861
H -3.671 0.825 -1.443
H -1.275 0.077 -0.001
H -1.099 -0.664 -1.582
H -0.295 1.321 -2.718
C 2.163 -0.930 1.127
C 2.532 0.408 1.755
H 1.455 -0.859 0.299
H 1.775 -1.615 1.889
H 3.042 -1.436 0.731
H 1.757 0.791 2.426
H 3.457 0.332 2.341
H 2.734 1.157 0.983
*
```

Output
Relative energy (zero: lowest compared OMol25 entry of this formula, charge and spin)   20.9 kJ/mol
Orbital gap   9.94 eV
Structure (SMILES)   CCS.CC
HOMO level   -9.0 eV

In the Mulliken picture, each atom carries the following charge in e: -0.968, -0.325, -0.244, 0.292, 0.243, 0.342, 0.188, 0.353, 0.113, -0.700, -0.823, 0.137, 0.260, 0.311, 0.263, 0.301, 0.258